Record 1
Below is a molecular structure, C25H48BCrNP2 at a distorted geometry, with properties calculated with ωB97M-V/def2-TZVPD.

The geometry in XYZ format:
```
78
Properties=species:S:1:pos:R:3
Cr -0.11 0.02 0.78
C -1.68 1.55 0.70
C -2.11 0.62 -0.32
C -2.03 -0.54 1.68
C -1.82 0.86 1.94
C -2.27 -0.67 0.25
C -1.72 3.05 0.58
H -1.39 3.42 -0.39
H -1.12 3.59 1.33
H -2.74 3.42 0.71
C -1.82 1.53 3.28
H -1.47 2.59 3.29
H -1.14 1.19 4.01
H -2.76 1.29 3.83
C -2.16 -1.65 2.68
H -3.21 -1.74 2.93
H -1.66 -1.45 3.63
H -1.81 -2.64 2.36
C -3.08 -1.84 -0.24
H -4.11 -1.60 0.00
H -2.85 -2.77 0.29
H -3.01 -2.03 -1.30
C -2.89 1.15 -1.48
H -3.81 1.57 -1.06
H -3.13 0.37 -2.20
H -2.37 1.96 -2.00
C 1.57 0.45 -2.79
C 0.58 1.30 -2.94
C -0.03 1.62 -4.31
C -0.93 0.46 -4.89
C -1.01 -0.83 -4.04
C 0.02 -1.66 -3.94
C 1.37 -1.38 -4.64
C 2.25 -0.25 -3.98
H 0.77 1.84 -5.04
H -0.47 0.18 -5.86
H -0.65 2.53 -4.22
H 2.50 0.49 -4.77
H 1.95 0.10 -1.81
H 0.04 1.79 -2.10
H 3.18 -0.71 -3.63
H 1.94 -2.32 -4.66
H -0.06 -2.63 -3.45
H 1.16 -1.08 -5.68
H -1.95 0.84 -5.09
H -1.98 -1.04 -3.60
P 1.78 1.82 1.21
C 1.39 2.61 2.80
H 2.28 3.21 2.99
H 1.26 1.91 3.62
H 0.53 3.25 2.72
C 3.46 1.22 1.45
H 3.98 2.08 1.87
H 3.90 0.94 0.50
H 3.50 0.39 2.15
C 1.97 3.30 0.20
H 2.44 3.04 -0.75
H 2.61 3.93 0.80
H 1.01 3.79 0.03
P 1.01 -2.37 0.42
C -0.21 -3.65 -0.05
H 0.40 -4.47 -0.42
H -0.97 -3.38 -0.79
H -0.70 -3.99 0.87
C 2.64 -2.63 -0.35
H 2.57 -2.77 -1.43
H 3.02 -3.52 0.14
H 3.31 -1.80 -0.12
C 1.40 -3.17 1.99
H 1.60 -4.19 1.66
H 0.54 -3.14 2.65
H 2.29 -2.71 2.41
B 0.07 -0.07 5.42
C 0.26 -0.16 3.88
N 0.61 -0.28 2.74
H 0.85 -0.89 5.85
H -1.08 -0.29 5.85
H 0.35 1.06 5.86
```

Computed properties:
total charge = +1
multiplicity = 4
max |F| = 4.4 eV/A
⟨S²⟩ = 3.912
LUMO level (alpha / beta) = -3.64 / -3.02 eV
ΔE to the lowest compared entry with this formula, charge and spin = 0.000 eV

***

Record 2
Below is a gas-phase ion, C2H3O3S (charge -1) at a distorted geometry, with properties calculated with ωB97M-V/def2-TZVPD.

The geometry in XYZ format:
```
9
Properties=species:S:1:pos:R:3
C -1.74 -0.22 1.11
C -0.21 -0.18 -0.63
O 2.02 1.18 -0.29
O 2.23 -1.26 -0.21
O -0.99 0.53 0.34
S 1.50 -0.06 0.29
H -2.17 0.68 1.80
H -0.70 -1.14 -0.97
H 0.06 0.48 -1.44
```

Computed properties:
total charge = -1
multiplicity = 1
max |F| = 2.9 eV/A
LUMO level = 3.99 eV
ΔE to the lowest compared entry with this formula, charge and spin = 4.639 eV

***

Record 3
Below is a single C3H5NO3 molecule at a distorted geometry, with properties calculated with ωB97M-V/def2-TZVPD.

The geometry in XYZ format:
```
12
Properties=species:S:1:pos:R:3
N -0.47 0.79 1.30
C -0.09 -0.49 1.26
O -0.02 -1.29 2.17
C 0.35 -1.11 -0.06
O 0.39 -0.43 -1.41
C 0.08 0.80 -1.78
O -0.33 1.73 -1.12
H -0.47 1.33 0.40
H -0.75 1.16 2.20
H 1.38 -1.46 0.10
H -0.29 -1.98 -0.21
H 0.22 0.96 -2.86
```

Computed properties:
multiplicity = 1
max |F| = 1.1 eV/A
LUMO level = 0.68 eV
ΔE to the lowest compared entry with this formula, charge and spin = 1.167 eV

***

Record 4
Below is 2 unconnected molecules or ions with the total composition C4H10NOP at a distorted geometry, with properties calculated with ωB97M-V/def2-TZVPD.

The geometry in XYZ format:
```
17
Properties=species:S:1:pos:R:3
C 0.89 -2.46 0.83
P 0.61 -1.10 -0.33
N 1.22 0.05 0.60
C 1.36 1.38 0.32
O 1.09 1.80 -1.01
H 1.23 -3.35 0.23
H 0.17 -3.02 1.42
H 1.59 -2.42 1.65
H 0.54 1.74 0.99
H 2.40 1.63 0.58
H 1.88 1.76 -1.59
C -2.14 1.30 -0.49
C -2.21 0.02 -0.79
H -1.40 1.91 -0.91
H -2.67 1.76 0.40
H -2.94 -0.44 -0.29
H -1.61 -0.56 -1.62
```

Computed properties:
multiplicity = 1
max |F| = 3.7 eV/A
LUMO level = 0.18 eV
ΔE to the lowest compared entry with this formula, charge and spin = 3.791 eV